Run a
One molecule with the formula C3H4FNO, computed with ωB97M-V/def2-TZVPD.

```
10
Properties=species:S:1:pos:R:3
C -0.967 0.409 0.075
C 1.577 0.179 0.198
C 0.232 -0.488 0.055
N -2.049 -0.064 -0.362
O 2.075 1.250 0.239
F 2.481 -0.872 0.112
H -0.889 1.449 0.303
H 0.246 -1.408 0.624
H 0.170 -1.028 -0.919
H -2.877 0.573 -0.325
```

Its HOMO-LUMO gap is 0.41481 hartree. The calculation puts the HOMO energy at -10.53 eV. For the LUMO energy, the calculation gives 0.76 eV.

These are the Mulliken partial charges, in e, on atoms 1 to 5: -0.13 0.60 -0.49 -0.57 -0.46

***

Run b
One molecule with the formula C3H4FNO, computed with ωB97M-V/def2-TZVPD.

```
10
Properties=species:S:1:pos:R:3
C -0.950 -0.237 -0.227
C -0.106 -1.261 -0.247
C -0.441 1.003 0.350
N 1.424 0.233 0.577
O 1.153 -1.051 0.264
F 2.082 0.788 -0.555
H -1.930 -0.294 -0.664
H -0.266 -2.268 -0.592
H -0.284 1.859 -0.286
H -0.683 1.227 1.379
```

Its HOMO-LUMO gap is 0.37490 hartree. The calculation puts the HOMO energy at -9.51 eV. For the LUMO energy, the calculation gives 0.69 eV.

These are the Mulliken partial charges, in e, on atoms 1 to 5: -0.31 -0.19 -0.26 -0.07 -0.22

***

Run c
C3H4FNO as an isolated structure, computed with ωB97M-V/def2-TZVPD.

```
10
Properties=species:S:1:pos:R:3
C 0.046 0.881 0.178
C 1.329 0.344 -0.563
C -0.373 -0.676 0.447
H 0.333 1.869 0.890
H 2.318 0.519 -0.226
H 1.318 0.531 -1.604
H 1.144 -1.891 -0.252
N 0.832 -0.879 -0.123
O -1.206 -1.231 1.166
F -0.811 1.298 -0.849
```

Its HOMO-LUMO gap is 0.39744 hartree. The calculation puts the HOMO energy at -10.01 eV. For the LUMO energy, the calculation gives 0.80 eV.

These are the Mulliken partial charges, in e, on atoms 1 to 5: 0.29 -0.57 0.25 0.26 0.27

***

Run d
One molecule with the formula C3H4FNO, computed with ωB97M-V/def2-TZVPD.

```
10
Properties=species:S:1:pos:R:3
C 0.169 0.552 -0.574
C 0.061 -0.475 0.315
C 1.073 -1.070 1.088
H -1.090 1.886 -1.741
H -1.968 0.755 -0.618
H 1.062 1.130 -0.599
H 0.475 -1.711 1.838
N -0.861 0.920 -1.149
O 2.284 -0.856 1.029
F -1.205 -1.131 0.411
```

Its HOMO-LUMO gap is 0.31998 hartree. The calculation puts the HOMO energy at -8.56 eV. For the LUMO energy, the calculation gives 0.15 eV.

These are the Mulliken partial charges, in e, on atoms 1 to 5: -0.11 0.24 0.01 0.30 0.34

***

Most stable: run a. Least stable: run b.

***

Run a
A 2-piece molecular cluster, H3N2O2P overall, computed with ωB97M-V/def2-TZVPD.

```
8
Properties=species:S:1:pos:R:3
N 2.170 -0.325 0.491
N -1.848 -0.104 -0.322
O -2.506 -0.372 0.694
O -2.059 -0.516 -1.429
P -0.393 0.975 -0.035
H 1.744 -0.744 1.192
H 2.858 0.248 0.877
H 0.034 0.839 -1.468
```

Its HOMO-LUMO gap (alpha / beta) is 0.23252 / 0.23254 hartree. The calculation puts the HOMO energy (alpha / beta) at -9.55 / -9.55 eV. For the LUMO energy (alpha / beta), the calculation gives -3.22 / -3.22 eV.

These are the Mulliken partial charges, in e, on atoms 1 to 5: -0.52 0.79 -0.51 -0.49 0.16

***

Run b
A 2-piece molecular cluster, H3N2O2P overall, computed with ωB97M-V/def2-TZVPD.

```
8
Properties=species:S:1:pos:R:3
N -1.195 -0.039 0.769
N 1.147 0.114 -0.215
O 0.839 1.290 -0.075
O 2.257 -0.346 -0.239
P -0.162 -1.107 -0.089
H -1.980 -0.231 1.324
H -0.977 0.982 0.904
H 0.071 -0.663 -2.380
```

Its HOMO-LUMO gap (alpha / beta) is 0.28577 / 0.30999 hartree. The calculation puts the HOMO energy (alpha / beta) at -8.75 / -9.65 eV. For the LUMO energy (alpha / beta), the calculation gives -0.98 / -1.22 eV.

These are the Mulliken partial charges, in e, on atoms 1 to 5: -0.37 0.90 -0.61 -0.54 0.14

***

Most stable: run b. Least stable: run a.

***

Run a
A 2-piece molecular cluster, C3H3IO overall, computed with ωB97M-V/def2-TZVPD.

```
8
Properties=species:S:1:pos:R:3
C 1.314 -1.739 -0.414
C 1.748 -0.751 0.136
C -0.899 0.864 0.469
O -0.901 2.086 0.112
I -2.568 -0.338 0.173
H 1.024 -2.685 -0.940
H 2.050 0.168 0.632
H -1.767 2.395 -0.168
```

Its HOMO-LUMO gap is 0.32286 hartree. The calculation puts the HOMO energy at -8.51 eV. For the LUMO energy, the calculation gives 0.27 eV.

These are the Mulliken partial charges, in e, on atoms 1 to 5: -0.46 -0.23 -0.11 -0.20 -0.02

***

Run b
One molecule with the formula C3H3IO, computed with ωB97M-V/def2-TZVPD.

```
8
Properties=species:S:1:pos:R:3
C 0.204 -0.413 -0.134
C 0.918 -0.270 0.839
C -0.811 -0.422 -1.157
O 1.424 0.060 1.917
I 1.717 2.070 2.616
H -1.050 0.706 -1.088
H -0.653 -0.826 -2.140
H -1.748 -0.905 -0.853
```

Its HOMO-LUMO gap (alpha / beta) is 0.24568 / 0.24534 hartree. The calculation puts the HOMO energy (alpha / beta) at -8.88 / -8.87 eV. For the LUMO energy (alpha / beta), the calculation gives -2.19 / -2.20 eV.

These are the Mulliken partial charges, in e, on atoms 1 to 5: -0.20 0.87 -0.98 -0.69 0.22

***

Most stable: run b. Least stable: run a.